No. 1
{
  "formula": "C3H10N2O2",
  "method": "wB97M-V/def2-TZVPD",
  "charge": 0,
  "homo_lumo_gap_ev": 9.809,
  "e_homo_ev": -9.102,
  "lumo_energy_ev": 0.71,
  "e_above_lowest_kj_mol": 375.72,
  "spin_multiplicity": 1,
  "elements": ["C", "C", "O", "C", "O", "N", "N", "H", "H", "H", "H", "H", "H", "H", "H", "H", "H"],
  "coordinates": [[-0.9618, -0.9875, -0.4439], [0.2541, -0.1419, -0.1437], [1.4689, -0.7303, -0.4535], [0.1673, 1.2887, -0.5368], [0.0613, 1.0908, -2.2092], [0.3461, 0.4769, 1.3356], [-0.1789, -0.3044, 2.4145], [-0.8525, -1.9929, -0.0238], [-1.0712, -1.0545, -1.5303], [-1.8738, -0.5373, -0.0464], [1.3279, -1.3297, -1.2029], [-0.7976, 1.7684, -0.3955], [1.0695, 1.8920, -0.4653], [0.9426, 1.2355, -2.5860], [1.2967, 0.7791, 1.5506], [-1.1850, -0.1542, 2.4879], [-0.0137, -1.2986, 2.2485]],
  "forces_ev_per_a": [[0.1, 0.1, 0.3], [0.4, 2.9, 3.6], [0.1, -0.7, -0.4], [-0.7, -0.6, -6.4], [0.4, 0.7, 1.7], [-0.9, -2.3, 0.0], [0.3, -0.1, -0.2], [0.0, 0.1, 0.0], [0.1, 0.0, 0.2], [0.1, 0.0, 0.0], [0.1, 0.2, 0.2], [0.4, 0.0, 0.4], [-0.3, -0.1, 0.6], [-0.3, 0.0, 0.3], [-0.2, -0.6, -0.2], [0.4, 0.0, -0.2], [0.0, 0.2, 0.1]]
}



No. 2
{
  "formula": "C3H10N2O2",
  "method": "wB97M-V/def2-TZVPD",
  "charge": 1,
  "homo_lumo_gap_ev": [12.525, 6.577],
  "e_homo_ev": [-15.615, -15.481],
  "lumo_energy_ev": [-3.09, -8.90],
  "e_above_lowest_kj_mol": 57.52,
  "spin_multiplicity": 2,
  "elements": ["C", "N", "C", "N", "O", "C", "H", "H", "H", "H", "H", "H", "H", "H", "H", "H", "O"],
  "coordinates": [[-1.6357, -0.1888, -0.2839], [-0.1948, -0.2642, -0.2118], [0.5089, -0.4312, 0.9709], [-0.1844, -0.8392, 2.0595], [1.7186, -0.2164, 1.0036], [-2.0278, 0.1938, -1.7291], [-2.0820, -1.1311, 0.0467], [-1.9878, 0.6196, 0.3697], [0.3236, 0.0197, -1.0619], [0.2704, -0.9052, 2.9573], [-1.1821, -0.7200, 2.0595], [-1.6708, 1.2165, -1.8537], [-1.6249, -0.5076, -2.4543], [-3.1044, 0.2248, -1.8635], [2.1044, 0.8761, -0.5159], [2.3538, 2.0825, -1.4036], [1.7792, 1.3180, -1.3157]],
  "forces_ev_per_a": [[-0.2, 0.3, -1.5], [-1.1, 0.3, -0.5], [1.5, -0.5, 2.4], [-0.5, 0.4, -1.0], [-0.7, -0.1, -0.8], [0.0, 0.1, 0.8], [0.1, -0.1, 0.2], [0.1, -0.1, 0.4], [0.4, 0.1, 0.3], [0.2, 0.1, -0.2], [-0.1, -0.2, 0.3], [0.1, -0.1, -0.5], [0.2, 0.1, -0.1], [-0.1, -0.1, 0.2], [0.3, 0.1, -0.1], [0.0, 0.2, -0.3], [-0.2, -0.3, 0.4]]
}



No. 3
{
  "formula": "C3H10N2O2",
  "method": "wB97M-V/def2-TZVPD",
  "charge": 1,
  "homo_lumo_gap_ev": [10.283, 4.785],
  "e_homo_ev": [-13.651, -13.638],
  "lumo_energy_ev": [-3.37, -8.85],
  "e_above_lowest_kj_mol": 196.93,
  "spin_multiplicity": 2,
  "elements": ["C", "N", "C", "O", "H", "H", "H", "H", "H", "H", "H", "C", "N", "O", "H", "H", "H"],
  "coordinates": [[-0.1384, -1.5942, -0.7575], [1.3113, -1.3706, -0.6039], [1.7691, -0.0407, -0.3509], [3.1796, 0.0904, -0.0766], [-0.7094, -1.4597, 0.1857], [-0.2216, -2.6458, -0.9377], [-0.6456, -0.9396, -1.5057], [1.8498, -1.7417, -1.3869], [1.5336, 0.6038, -1.1839], [1.2598, 0.3862, 0.5264], [3.4131, -0.6995, 0.4264], [-2.4680, 1.2839, 0.5685], [-1.5788, 1.1792, 1.5969], [-2.4209, 0.5951, -0.4786], [-3.2987, 1.9700, 0.7455], [-1.6743, 1.7371, 2.4240], [-0.6797, 0.7506, 1.4364]],
  "forces_ev_per_a": [[0.0, -0.6, 1.6], [-1.4, 2.0, -2.2], [1.8, 0.7, 2.8], [-1.8, -1.0, -1.0], [0.6, 0.5, -0.4], [-0.3, -0.5, -0.8], [0.6, -0.2, 0.2], [0.4, -1.0, 0.4], [-0.2, 0.1, -0.8], [-0.3, -0.2, -0.3], [0.5, 0.2, 0.3], [0.1, -1.9, -1.8], [-0.1, 0.1, -0.7], [0.5, 1.6, 2.3], [0.0, 0.1, 0.1], [-0.1, 0.2, 0.1], [-0.3, 0.0, 0.1]]
}



No. 4
{
  "formula": "C3H10N2O2",
  "method": "wB97M-V/def2-TZVPD",
  "charge": 1,
  "homo_lumo_gap_ev": [11.635, 6.155],
  "e_homo_ev": [-15.123, -15.031],
  "lumo_energy_ev": [-3.49, -8.88],
  "e_above_lowest_kj_mol": 148.05,
  "spin_multiplicity": 2,
  "elements": ["O", "C", "N", "C", "N", "C", "H", "H", "H", "H", "H", "H", "H", "H", "H", "H", "O"],
  "coordinates": [[0.1142, 1.2355, -1.1840], [-0.2983, 1.0819, -0.0648], [-0.5398, -0.2828, 0.3390], [-0.2582, -1.3449, -0.5368], [-1.0455, -2.4666, -0.0906], [-0.6744, 2.1143, 0.9322], [-1.0592, -0.4955, 1.1964], [-0.6226, -1.0743, -1.5357], [0.7950, -1.5220, -0.5530], [-1.8057, -2.7239, -0.7152], [-0.4940, -3.2700, 0.1819], [-0.2190, 3.0531, 0.6503], [-1.7307, 2.2661, 1.1382], [-0.1487, 1.9090, 1.8763], [3.0159, -0.1786, -0.8483], [2.1995, 1.1939, -0.5626], [2.7713, 0.5049, -0.2233]],
  "forces_ev_per_a": [[0.1, 0.0, 0.3], [-1.1, 0.0, -0.3], [-0.4, 1.3, 0.2], [-1.4, -1.9, 0.2], [0.3, 0.1, -0.3], [1.4, 0.5, 0.9], [0.3, -0.1, 0.0], [0.4, 0.4, -0.2], [0.9, 0.0, -0.3], [0.2, 0.1, 0.3], [-0.2, 0.0, -0.1], [-0.2, 0.3, -0.5], [-0.1, -0.4, -0.3], [-0.4, -0.3, 0.0], [-0.2, 0.5, -0.6], [0.3, -0.2, -0.9], [0.0, -0.3, 1.4]]
}



No. 5
{
  "formula": "C3H10N2O2",
  "method": "wB97M-V/def2-TZVPD",
  "charge": 1,
  "homo_lumo_gap_ev": [9.395, 5.016],
  "e_homo_ev": [-14.382, -14.225],
  "lumo_energy_ev": [-4.99, -9.21],
  "e_above_lowest_kj_mol": 434.46,
  "spin_multiplicity": 2,
  "elements": ["O", "C", "C", "N", "C", "N", "H", "H", "H", "H", "H", "H", "H", "H", "H", "H", "O"],
  "coordinates": [[1.6789, -0.8239, -2.4213], [0.9523, -1.1216, -1.4942], [1.6636, -1.3855, -0.1232], [1.6389, -0.1994, 0.7753], [0.4588, 0.6456, 0.7452], [0.0686, 1.7109, -0.2476], [-0.2027, -0.9671, -1.4245], [1.1858, -2.4134, 0.2953], [2.8291, -1.6894, -0.2265], [2.3435, 0.5753, 0.5164], [0.4046, 1.2835, 1.6556], [-0.4396, 0.0002, 0.7036], [0.8724, 2.1144, -0.6344], [-0.7961, 1.5636, -0.7614], [-4.8344, -0.0492, 1.1683], [-3.4686, 0.1562, 0.7894], [-4.3554, 0.5997, 0.6840]],
  "forces_ev_per_a": [[-2.4, -1.3, 2.1], [1.0, 2.5, -2.0], [3.0, -2.4, 2.5], [0.3, 1.6, -4.2], [-4.6, 1.1, 2.3], [0.7, -2.3, 0.7], [1.7, -0.6, -0.5], [0.6, 2.7, -0.4], [-2.9, 0.9, -0.3], [0.2, -2.4, 0.8], [0.6, -1.3, 0.0], [0.5, 0.1, 0.7], [0.6, 1.3, -1.4], [0.8, 0.0, -0.4], [-1.5, -0.6, 0.7], [-1.0, 1.1, -0.4], [2.5, -0.5, -0.2]]
}



No. 6
{
  "formula": "C3H10N2O2S",
  "method": "wB97M-V/def2-TZVPD",
  "charge": 0,
  "homo_lumo_gap_ev": 10.402,
  "e_homo_ev": -9.914,
  "lumo_energy_ev": 0.49,
  "e_above_lowest_kj_mol": 64.85,
  "spin_multiplicity": 1,
  "elements": ["N", "C", "O", "C", "N", "C", "S", "H", "H", "H", "H", "H", "H", "H", "H", "O", "H", "H"],
  "coordinates": [[-1.0044, 0.1068, -2.3294], [0.2217, 0.2390, -1.7675], [1.2263, 0.4272, -2.4258], [0.3303, 0.0885, -0.2347], [1.5514, 0.7307, 0.2476], [-0.8212, 0.5745, 0.6193], [-2.4881, -0.1012, 0.4481], [-1.8172, 0.1358, -1.7321], [-1.0667, 0.1082, -3.3363], [0.5091, -0.9667, -0.0046], [2.3209, 0.2731, -0.2276], [1.6077, 1.6922, -0.0785], [-0.9230, 1.6468, 0.4741], [-0.5064, 0.4955, 1.6596], [-2.1600, -1.3469, 0.0739], [1.3483, -1.4686, 3.0180], [0.5097, -1.9137, 3.1598], [1.1617, -0.7210, 2.4361]],
  "forces_ev_per_a": [[0.3, 0.0, 0.2], [-0.1, -0.1, -0.2], [0.0, -0.1, 0.0], [0.5, -0.2, -0.1], [0.0, 0.0, 0.1], [0.2, 0.6, 0.5], [-0.2, -0.2, -0.1], [-0.2, -0.1, -0.3], [-0.1, 0.2, 0.2], [-0.3, -0.2, -0.3], [0.1, 0.0, 0.1], [-0.2, 0.0, 0.1], [-0.2, 0.2, -0.2], [0.0, -0.2, 0.0], [0.1, 0.0, 0.1], [0.1, 0.0, -0.1], [-0.1, 0.0, 0.0], [0.1, 0.0, 0.0]]
}



No. 7
{
  "formula": "C3H10N2O3",
  "method": "wB97M-V/def2-TZVPD",
  "charge": 0,
  "homo_lumo_gap_ev": [8.177, 8.423],
  "e_homo_ev": [-8.915, -8.971],
  "lumo_energy_ev": [-0.74, -0.55],
  "e_above_lowest_kj_mol": 540.68,
  "spin_multiplicity": 1,
  "elements": ["C", "C", "C", "N", "N", "O", "O", "O", "H", "H", "H", "H", "H", "H", "H", "H", "H", "H"],
  "coordinates": [[-0.2177, 0.2179, 0.9956], [1.0417, -1.8344, -1.1295], [-1.0087, 1.5599, -0.9913], [0.8583, -0.5432, 1.4575], [0.0622, 0.9138, -0.2713], [1.5660, -0.6106, -0.7759], [-1.3110, -0.6261, 0.7708], [-0.5550, 1.2929, 1.8852], [-1.0442, -1.4814, 1.1327], [-0.7900, 0.9190, 2.7420], [1.6251, 0.0707, 1.7264], [0.9246, 1.4398, -0.2273], [1.2392, -2.6089, -0.3778], [1.5019, -2.0943, -2.0992], [-0.0440, -1.7939, -1.3085], [-1.8426, 0.8738, -1.1215], [-1.3640, 2.4387, -0.4361], [-0.6417, 1.8662, -1.9720]],
  "forces_ev_per_a": [[-1.0, 2.0, -1.6], [0.2, -0.2, -0.7], [-0.1, 0.3, 0.4], [0.5, -0.4, 0.9], [0.4, -1.0, 0.5], [0.4, 0.0, -0.1], [0.1, 0.1, 0.4], [0.1, -0.7, 0.2], [-0.1, 0.0, -0.1], [-0.1, -0.1, 0.1], [0.1, 0.1, -0.2], [-0.2, 0.0, 0.1], [0.0, 0.0, 0.0], [-0.2, -0.3, 0.2], [0.1, 0.1, 0.1], [0.1, 0.0, 0.0], [-0.1, 0.0, -0.2], [0.0, 0.0, 0.1]]
}



No. 8
{
  "formula": "C3H10N2O3P",
  "method": "wB97M-V/def2-TZVPD",
  "charge": -1,
  "homo_lumo_gap_ev": 9.204,
  "e_homo_ev": -5.260,
  "lumo_energy_ev": 3.94,
  "e_above_lowest_kj_mol": 93.21,
  "spin_multiplicity": 1,
  "elements": ["C", "C", "C", "N", "N", "O", "O", "O", "P", "H", "H", "H", "H", "H", "H", "H", "H", "H", "H"],
  "coordinates": [[-0.7908, -0.2199, -0.9581], [-0.2224, 1.8220, 0.4827], [0.1927, 0.7500, -0.4681], [-0.8251, -1.9803, 1.4699], [-0.1416, 3.0471, 0.3206], [1.6900, -0.4233, 1.6897], [1.8179, -1.4445, -0.6287], [2.7003, 0.9619, -0.3580], [1.6003, -0.2100, 0.2121], [-1.2812, 0.2676, -1.8083], [-1.4063, -0.6868, -0.2369], [-0.0606, -1.0061, -1.3492], [-0.4435, 1.6133, 1.5215], [0.8331, 1.2413, -1.2582], [-1.1248, -1.1023, 1.9672], [-0.5735, -2.6022, 2.2173], [0.0400, -1.7736, 0.8621], [3.5973, 0.7229, -0.1377], [0.2656, 3.2373, -0.5584]],
  "forces_ev_per_a": [[1.1, -0.8, -2.8], [0.3, -1.6, 0.9], [2.2, 1.4, 1.2], [0.1, 1.3, -0.6], [-0.1, 2.3, 0.5], [-0.1, 1.0, -0.2], [-0.5, 0.6, 0.1], [-0.6, -0.3, 0.6], [2.5, -0.3, -0.2], [-0.7, -0.5, 0.2], [-0.9, -0.1, 0.5], [-1.6, 0.4, 0.0], [-0.7, -1.1, 0.1], [-1.4, -0.4, 0.2], [0.8, -1.1, -0.9], [0.5, -0.3, 0.1], [-1.7, -0.7, 1.8], [0.3, -0.2, 0.2], [0.4, 0.5, -1.7]]
}



No. 9
{
  "formula": "C3H10N2S",
  "method": "wB97M-V/def2-TZVPD",
  "charge": 0,
  "homo_lumo_gap_ev": 9.868,
  "e_homo_ev": -9.090,
  "lumo_energy_ev": 0.78,
  "e_above_lowest_kj_mol": 108.31,
  "spin_multiplicity": 1,
  "elements": ["H", "N", "C", "N", "H", "H", "H", "C", "C", "S", "H", "H", "H", "H", "H", "H"],
  "coordinates": [[-0.7543, -1.1765, -3.2016], [-0.0742, -0.4648, -2.9402], [0.7205, -0.9231, -2.0450], [1.3863, -0.0901, -1.2051], [1.0853, -1.9614, -2.0109], [0.9300, 0.7809, -1.0508], [2.2471, -0.4355, -0.8412], [-1.1016, -0.4251, 0.9882], [-0.1350, 0.5305, 1.7770], [-0.9888, 2.1151, 2.2624], [-2.0147, -0.1835, 1.5246], [-0.8453, -1.4776, 1.0623], [-1.1072, -0.1078, -0.0451], [0.6809, 0.9310, 1.1879], [0.0241, -0.0487, 2.6841], [-0.0530, 2.9367, 1.8535]],
  "forces_ev_per_a": [[0.5, -0.2, -0.7], [-0.9, -0.1, 1.5], [0.6, 0.1, -1.3], [-0.4, -1.2, -0.7], [-0.5, 0.0, 0.3], [0.5, 0.7, 0.2], [0.2, 0.6, 0.6], [0.7, 1.9, 0.6], [-1.3, -0.3, -0.2], [-0.6, -1.0, 0.1], [-0.7, -0.7, -0.6], [0.1, 0.0, 0.1], [-0.6, -0.1, -0.3], [0.6, -0.8, 0.4], [1.1, 0.6, 0.1], [0.6, 0.4, -0.2]]
}



No. 10
{
  "formula": "C3H10N2S",
  "method": "wB97M-V/def2-TZVPD",
  "charge": 0,
  "homo_lumo_gap_ev": 5.340,
  "e_homo_ev": -6.268,
  "lumo_energy_ev": -0.93,
  "e_above_lowest_kj_mol": 761.96,
  "spin_multiplicity": 1,
  "elements": ["C", "C", "S", "N", "C", "N", "H", "H", "H", "H", "H", "H", "H", "H", "H", "H"],
  "coordinates": [[0.3943, 0.7473, 0.5618], [1.7915, 0.2573, 0.7248], [2.2396, -0.6894, 2.0567], [-0.6135, -0.0480, -0.1010], [-0.1448, -0.5664, -1.2742], [-1.2170, -1.1193, -2.0927], [0.4638, 1.8452, 0.3080], [-0.0203, 0.9398, 1.6926], [-2.8794, 1.4285, 1.2694], [2.5652, 0.8763, 0.3668], [1.8970, -1.9268, 1.7541], [-2.2419, 1.8609, 1.4271], [0.0827, -1.0985, -0.1990], [0.7666, -0.2244, -1.7091], [-0.9440, -1.2757, -3.1586], [-2.1398, -1.0069, -1.6268]],
  "forces_ev_per_a": [[-0.3, 2.5, 4.9], [-1.1, -1.0, -1.8], [0.7, 0.3, 1.7], [0.6, 0.1, -0.5], [-4.3, 0.8, -2.8], [3.7, 0.6, -0.7], [-0.3, -1.2, -1.0], [0.4, -0.9, -2.4], [1.1, 0.8, 0.3], [0.7, 0.6, -0.5], [-0.3, -0.7, -0.4], [-1.2, -0.8, -0.3], [0.5, -1.1, 1.6], [0.4, -0.2, -0.5], [-1.6, 0.4, 3.5], [1.0, -0.3, -1.3]]
}